Molecular formula: C14H25Cl12FINO4
Method: DFT, ωB97M-V/def2-TZVPD

Bonds (Å) are listed after each position.
Positions of all 58 atoms, in Å:
1 H -3.002 3.896 1.798  C23 1.192
2 Cl 2.940 0.749 1.957  C15 1.768
3 C -1.010 -0.619 1.659  H18 1.192, O20 1.481, C28 1.673, H35 1.170
4 H 5.287 0.656 1.715  C15 1.093
5 H -0.034 -8.336 1.499  C19 1.093
6 H 1.207 -2.138 -1.802  C37 1.170
7 H -0.087 2.538 -6.920  C47 1.093
8 H 1.347 -4.861 2.843  C45 1.093
9 C -5.240 6.504 2.571  Cl21 1.768, H25 1.093, H39 1.093, Cl44 1.768
10 H -1.196 1.704 -0.046  C14 1.190
11 C 1.055 0.152 -2.259  N17 1.514, C37 1.670, O51 1.352
12 H 0.664 -8.799 3.078  C19 1.093
13 H -0.607 -0.868 -3.050  N17 1.044
14 C -1.317 1.744 1.138  H10 1.190, O20 1.476, C38 1.668, H42 1.174
15 C 4.578 1.400 2.087  Cl2 1.768, H4 1.093, H26 1.093, Cl46 1.768
16 Cl 0.265 -4.345 -1.094  C30 1.768
17 N 0.062 -0.131 -3.366  C11 1.514, H13 1.044, C57 1.520
18 H -0.380 -1.307 2.402  C3 1.192
19 C 0.347 -7.961 2.452  H5 1.093, H12 1.093, Cl22 1.768, Cl31 1.768
20 O -0.454 0.746 1.801  C3 1.481, C14 1.476
21 Cl -4.223 5.553 3.659  C9 1.768
22 Cl -0.942 -7.079 3.280  C19 1.768
23 C -1.913 4.372 1.707  H1 1.192, H34 1.190, H36 1.173, C38 1.654
24 H 1.624 -4.022 4.397  C45 1.093
25 H -6.145 6.807 3.103  C9 1.093
26 H 4.648 2.310 1.485  C15 1.093
27 H 1.172 -5.602 -2.875  C30 1.093
28 C -0.552 -1.135 0.135  C3 1.673, H33 1.173, O40 1.473, H58 1.175
29 H 0.461 4.220 -7.171  C47 1.093
30 C 1.553 -5.227 -1.922  Cl16 1.768, H27 1.093, H41 1.093, Cl54 1.768
31 Cl 1.738 -6.915 2.144  C19 1.768
32 I 3.669 -0.993 -1.036  C37 2.231
33 H -1.128 -0.447 -0.620  C28 1.173
34 H -1.847 5.166 0.823  C23 1.190
35 H -2.164 -0.694 1.839  C3 1.170
36 H -1.733 4.974 2.697  C23 1.173
37 C 1.454 -1.128 -1.264  H6 1.170, C11 1.670, I32 2.231, O40 1.471
38 C -0.719 3.232 1.596  C14 1.668, C23 1.654, H53 1.180, H55 1.180
39 H -5.509 5.890 1.707  C9 1.093
40 O 0.914 -0.999 0.099  C28 1.473, C37 1.471
41 H 1.870 -6.065 -1.296  C30 1.093
42 H -2.426 1.607 1.495  C14 1.174
43 F -0.089 2.372 -4.301  C57 1.490
44 Cl -4.392 7.949 2.007  C9 1.768
45 C 1.334 -3.893 3.351  H8 1.093, H24 1.093, Cl49 1.768, Cl50 1.768
46 Cl 4.978 1.787 3.765  C15 1.768
47 C 0.255 3.265 -7.660  H7 1.093, H29 1.093, Cl48 1.768, Cl56 1.768
48 Cl 1.741 2.668 -8.409  C47 1.768
49 Cl -0.303 -3.229 3.285  C45 1.768
50 Cl 2.491 -2.814 2.562  C45 1.768
51 O 1.592 1.372 -2.040  C11 1.352
52 O -2.046 1.149 -3.603  C57 1.357
53 H 0.047 3.560 0.761  C38 1.180
54 Cl 2.944 -4.181 -2.231  C30 1.768
55 H -0.154 3.066 2.619  C38 1.180
56 Cl -1.015 3.498 -8.867  C47 1.768
57 C -0.695 1.133 -3.738  N17 1.520, F43 1.490, O52 1.357
58 H -0.915 -2.250 0.053  C28 1.175

Results
highest occupied orbital energy = -9.3556 eV
DFT total energy = -185683.64058 eV
gap between HOMO and LUMO = 8.689 eV
spin multiplicity = 1
SMILES = CCCOCCO[C@H](I)C(=O)NC(=O)F.ClCCl.ClCCl.ClCCl.ClCCl.ClCCl.ClCCl
LUMO = -0.667 eV